Record 1
C40H61As3FN4OPSe2SiTi as an isolated structure. Source: the OMol25 dataset; level of theory: ωB97M-V/def2-TZVPD.

Last column: Löwdin spin population.
Geometry (Å):
Ti -0.02653 -1.73369 -0.58387  1.013
C 0.89562 5.19120 -0.98146  0.001
As 0.91650 3.45919 -0.02720  0.008
C 2.52324 2.82295 -0.96445  0.000
C 1.90747 3.99262 1.60622  0.003
C 1.15615 4.68087 2.75999  0.000
C 0.30724 5.83127 2.19810  0.000
C 0.21146 3.77467 3.59504  0.000
As -0.30403 1.94273 3.00105  0.000
C -1.98797 2.38157 2.10760  0.000
C -1.09192 1.50524 4.74564  0.000
C 2.19274 5.33271 3.70374  0.000
As 3.69670 4.37316 4.58102  0.000
C 3.07228 2.52860 4.82057  0.000
C 4.89894 4.01846 3.06275  0.000
H 1.80830 5.75762 -0.78317  0.000
H 0.02746 5.79152 -0.71634  0.000
H 0.84293 4.96737 -2.04766  0.000
H 3.15472 3.66666 -1.25115  0.000
H 2.22785 2.26657 -1.85466  0.000
H 3.09158 2.15109 -0.32275  0.000
H 2.72711 4.64295 1.28078  0.000
H 2.35339 3.05738 1.95142  0.000
H -0.52371 5.43542 1.60927  0.000
H 0.90325 6.48946 1.56139  0.000
H -0.11300 6.42683 3.01263  0.000
H -0.72307 4.30918 3.79135  0.000
H 0.65572 3.59853 4.57570  0.000
H -2.62565 2.98195 2.75949  0.000
H -2.51420 1.46240 1.85183  0.000
H -1.78401 2.92501 1.18595  0.000
H -1.74886 2.30740 5.08862  0.000
H -0.29985 1.34723 5.47932  0.000
H -1.66794 0.58427 4.66173  0.000
H 1.65251 5.80399 4.53105  0.000
H 2.70254 6.14663 3.17373  0.000
H 2.37701 2.46430 5.65663  0.000
H 3.94802 1.92342 5.05851  0.000
H 2.59440 2.12594 3.92898  0.000
H 5.06090 4.94022 2.50318  0.000
H 4.52011 3.25253 2.38920  0.000
H 5.85892 3.69149 3.46395  0.000
Se 1.01117 -3.66721 0.07577  -0.084
P -2.27849 -2.73129 -1.84635  0.009
Se -3.95864 -1.38059 -1.99898  0.064
C -2.77952 -4.15993 -0.80178  0.001
C -1.94608 -5.27217 -0.66738  -0.001
C -2.29140 -6.31623 0.17688  0.000
C -3.46042 -6.25056 0.92490  0.000
C -4.28086 -5.13851 0.81725  0.000
C -3.94537 -4.10117 -0.04607  0.002
C -2.13318 -3.46896 -3.54016  0.002
C -2.03741 -4.82334 -3.84332  0.000
C -1.89594 -5.25096 -5.16011  0.000
C -1.85232 -4.33414 -6.19832  0.000
C -1.97306 -2.97934 -5.90983  0.000
C -2.11662 -2.55869 -4.59931  0.000
H -1.00052 -5.30127 -1.19095  -0.001
H -1.62468 -7.16501 0.27586  0.000
H -3.71763 -7.05583 1.60401  0.000
H -5.18155 -5.06513 1.41550  0.000
H -4.57817 -3.22607 -0.13536  0.001
H -2.08236 -5.55926 -3.05279  0.000
H -1.82224 -6.31223 -5.37040  0.000
H -1.73802 -4.67024 -7.22245  0.000
H -1.95673 -2.24681 -6.70911  0.000
H -2.25741 -1.50868 -4.37706  0.000
C 3.50622 -1.03582 -4.22622  0.001
Si 1.79139 -1.29797 -3.45652  0.008
C 0.70715 -0.14756 -4.47678  0.001
C 1.36530 -3.09088 -3.82629  0.007
N 1.60675 -0.90814 -1.79505  0.011
C 2.60233 -0.64935 -0.89602  0.003
C 3.99941 -0.79718 -1.02394  0.000
C 4.86902 -0.49200 0.01465  0.001
C 4.41908 -0.05164 1.25346  0.000
C 3.04534 0.08177 1.43919  0.001
C 2.23143 -0.19713 0.37814  0.000
F 0.86501 -0.04587 0.55519  0.006
H 3.38688 -1.13118 -5.31050  0.000
H 4.21969 -1.80290 -3.91623  0.000
H 3.93186 -0.04997 -4.02118  0.000
H 0.84220 -0.34573 -5.54464  0.000
H 0.96918 0.89670 -4.28107  0.001
H -0.35035 -0.27431 -4.24733  0.000
H 0.73147 -3.19198 -4.71016  0.000
H 0.85293 -3.54716 -2.97781  0.004
H 2.28514 -3.65848 -3.99781  0.000
H 4.41141 -1.17114 -1.94888  0.000
H 5.93283 -0.62716 -0.14779  0.000
H 5.11039 0.15582 2.05972  0.000
H 2.59763 0.38579 2.37702  0.000
N -0.58137 -2.20492 2.71112  0.001
C -1.63294 -1.62820 2.07720  0.004
O -1.54239 -1.32824 0.84987  0.017
C -2.80221 -1.35318 2.84342  0.001
C -2.86549 -1.73705 4.20002  0.000
N -2.87013 -2.05111 5.31558  0.001
C -3.91132 -0.64549 2.31097  0.000
N -4.82666 -0.03857 1.95230  0.001
H 0.07812 -2.69836 2.10485  -0.001
H -0.75317 -2.60451 3.61952  0.000
C -2.75034 1.66744 -3.89883  0.005
C -2.57351 2.01068 -2.42065  0.084
C -2.03745 3.44315 -2.27257  0.043
C -1.69869 1.02309 -1.72182  0.685
H -3.43590 2.36952 -4.38343  0.000
H -3.15567 0.65971 -3.99538  0.000
H -1.78969 1.71846 -4.42155  0.001
H -3.55845 1.97704 -1.93976  0.010
H -1.03928 3.52094 -2.71383  0.002
H -1.96310 3.72434 -1.22067  0.001
H -2.69413 4.15764 -2.78073  0.006
H -1.66912 1.01720 -0.63947  0.034
H -0.90746 0.52005 -2.26700  0.043

Summary:
- frontier orbital gap (alpha / beta) (eV) = 5.57 / 5.83
- 2S+1 = 3
- charge = -2
- LUMO energy (alpha / beta) (eV) = 3.84 / 3.83
- energy relative to the best compared isomer or geometry (same formula, charge and spin) (kJ/mol) = 64.34
- DFT total energy (eV) = -406689.720
- HOMO energy (alpha / beta) (eV) = -1.7 / -2.0

Record 2
C18H35O6OsSbSi3 as an isolated structure. Source: the OMol25 dataset; level of theory: ωB97M-V/def2-TZVPD.

Last column: Löwdin charge in e.
Geometry (Å):
Os 1.03410 -1.08526 0.60339  1.270
O 2.45137 -5.22320 -3.61364  0.243
C 2.12152 -4.39079 -2.83926  -0.192
C 2.75131 -2.97141 -2.67500  -0.243
O 3.57870 -2.45667 -3.36290  0.196
C 2.04010 -2.42406 -1.50092  -0.239
C 1.05224 -3.22833 -1.03827  -0.262
O 0.29692 -2.77509 -0.05541  -0.143
C 0.94636 -4.49882 -1.81468  -0.226
O 0.15350 -5.37844 -1.69544  0.216
O 2.15018 -1.21730 -0.90752  -0.229
C 0.18260 -2.19078 4.64373  -0.128
C 1.17016 -1.03906 4.83388  -0.122
C 1.06451 -0.25475 3.54262  -0.117
O 0.61440 -1.26144 2.51945  -0.404
C 0.37490 -2.58872 3.20479  -0.086
H -0.84312 -1.86626 4.82055  0.131
H 0.39312 -3.02750 5.30716  0.142
H 2.18451 -1.40334 4.98999  0.134
H 0.90150 -0.41329 5.68261  0.139
H 2.01090 0.14719 3.18032  0.126
H 0.29167 0.51099 3.54980  0.114
H 1.27065 -3.18290 3.03449  0.140
H -0.48352 -3.02350 2.70139  0.134
C -1.13371 -1.15307 -3.26179  -0.182
Si -0.38440 0.53572 -3.02415  0.399
C -1.46419 1.92251 -3.62646  -0.194
C 1.38362 0.67952 -3.57584  -0.184
Sb -0.37189 0.87312 -0.40564  1.004
Si 1.22790 2.89598 0.13343  0.372
C 2.94345 2.27266 -0.23519  -0.197
C 0.97811 3.40431 1.90437  -0.202
C 0.60182 4.16202 -1.07942  -0.209
Si -2.75197 0.47385 0.62356  0.370
C -2.61506 0.76146 2.45701  -0.202
C -3.12501 -1.29714 0.18677  -0.197
C -3.82643 1.71910 -0.24339  -0.203
H -0.93397 -1.49677 -4.28039  0.059
H -2.21673 -1.12630 -3.13081  0.040
H -0.73183 -1.89657 -2.57318  0.014
H -1.51991 1.87216 -4.71785  0.059
H -1.05822 2.90156 -3.36827  0.028
H -2.48332 1.85384 -3.24428  0.030
H 1.46301 0.27057 -4.58727  0.061
H 2.09188 0.13749 -2.94977  0.015
H 1.69127 1.72583 -3.62495  0.040
H 3.14634 1.26579 0.13775  0.014
H 3.67009 2.94288 0.23202  0.055
H 3.13920 2.26512 -1.30837  0.042
H 1.26254 2.62171 2.60976  0.013
H -0.05376 3.69665 2.10414  0.040
H 1.61242 4.27065 2.11119  0.056
H 0.89822 3.91980 -2.10100  0.032
H 1.04102 5.13247 -0.83012  0.056
H -0.48204 4.28458 -1.04463  0.038
H -1.95047 0.03375 2.92814  0.009
H -3.60314 0.63825 2.90825  0.057
H -2.26598 1.76737 2.69479  0.039
H -2.27764 -1.97049 0.33093  0.015
H -3.45537 -1.39312 -0.84816  0.039
H -3.93892 -1.65099 0.82600  0.055
H -3.39222 2.72001 -0.25980  0.038
H -4.77867 1.79010 0.28957  0.054
H -4.04464 1.41635 -1.26803  0.035

Summary:
- frontier orbital gap (alpha / beta) (eV) = 5.78 / 5.77
- charge = +2
- LUMO energy (alpha / beta) (eV) = -8.60 / -8.60
- DFT total energy (eV) = -64140.244
- HOMO energy (alpha / beta) (eV) = -14.4 / -14.4

Record 3
One molecule with the formula C25H21F3N4O6S at a distorted geometry. Source: the OMol25 dataset; level of theory: ωB97M-V/def2-TZVPD.

Last column: Löwdin charge in e.
Geometry (Å):
C 3.19764 -2.10765 -2.44978  -0.069
C 2.50475 -0.98713 -2.91205  -0.058
C 1.37391 -0.53419 -2.22328  -0.038
C 0.95365 -1.20471 -1.07956  -0.179
C -0.03270 -0.56801 -0.08597  -0.143
C -1.07261 0.34382 -0.75051  -0.048
N -2.29618 -0.10275 -0.93630  0.022
C -2.70562 -1.50392 -0.75206  -0.092
C -4.14741 -1.55238 -1.26948  -0.137
C -4.65242 -0.10440 -1.31286  -0.138
C -3.41894 0.79822 -1.25224  -0.094
C -0.76424 1.69747 -1.23825  -0.164
C -0.31514 2.73654 -0.39182  -0.005
C 0.15106 3.92986 -0.93761  -0.049
C 0.06236 4.17175 -2.30864  -0.051
C -0.54898 3.22486 -3.14315  -0.054
C -0.96405 2.00574 -2.61186  -0.057
C 1.56651 -2.40350 -0.69687  -0.028
C 2.71772 -2.82532 -1.35153  -0.057
H 4.10420 -2.43559 -2.96226  0.109
H 2.83835 -0.43874 -3.79465  0.112
H 0.83517 0.35555 -2.56066  0.096
H -0.59407 -1.39739 0.35197  0.126
H -2.04019 -2.17801 -1.30869  0.143
H -2.67192 -1.78357 0.31355  0.137
H -4.14221 -1.98679 -2.27572  0.116
H -4.75899 -2.18532 -0.62251  0.119
H -5.21960 0.10468 -2.22381  0.116
H -5.28460 0.11521 -0.44798  0.117
H -3.51996 1.59744 -0.49822  0.150
H -3.25398 1.28783 -2.21923  0.113
H -0.37416 2.60917 0.69159  0.116
H 0.59599 4.68078 -0.27913  0.121
H 0.44989 5.09637 -2.73959  0.113
H -0.69255 3.41557 -4.20624  0.112
H -1.43360 1.25976 -3.26156  0.125
H 1.16375 -2.94290 0.16368  0.130
H 3.23811 -3.71838 -0.99660  0.116
O -1.68971 -1.44620 3.80532  -0.276
S -1.21677 -0.27602 3.10867  0.761
O -2.01101 0.38217 2.09273  -0.304
C -0.91871 1.05060 4.41482  -0.613
F -2.08787 1.45512 4.93752  0.132
F -0.12801 0.57970 5.40343  0.134
F -0.30601 2.11193 3.83098  0.112
C 0.40526 -0.56645 2.42749  -0.242
C 0.74004 0.06350 1.03327  -0.156
C 2.25410 0.06827 0.91956  -0.077
N 2.98475 0.80634 0.01805  -0.156
O 2.73407 1.62876 -0.85118  0.031
O 4.34641 0.36312 0.20806  0.004
N 4.44745 -0.56585 1.21304  0.146
C 3.13845 -0.70420 1.65601  -0.165
C 2.65161 -1.49960 2.74131  -0.113
N 3.46663 -2.38637 3.52498  -0.347
O 4.65091 -2.62543 3.21064  0.034
O 2.93242 -2.90027 4.54088  -0.008
C 1.29165 -1.32422 3.14348  0.006
H 0.50303 1.13780 1.14033  0.118
H 0.96235 -1.82263 4.06051  0.131

Summary:
- frontier orbital gap (eV) = 5.80
- LUMO energy (eV) = -1.51
- DFT total energy (eV) = -63489.519
- HOMO energy (eV) = -7.3

Record 4
One molecule with the formula C4H6N2 at a distorted geometry. Source: the OMol25 dataset; level of theory: ωB97M-V/def2-TZVPD.

Last column: Löwdin charge in e.
Geometry (Å):
C 0.92877 1.13777 -0.02373  -0.122
C 0.16442 -1.11627 0.61058  -0.069
C -0.57689 -0.78855 -0.69689  -0.233
C -1.71044 -0.03969 -0.33267  -0.200
H 0.92175 1.86716 -0.89299  0.100
H 0.19944 1.54207 0.64359  0.061
H 1.96767 1.26368 0.32927  0.085
H -0.15257 -0.56786 1.43158  0.085
H 0.58883 -2.12878 0.70186  0.116
H -0.52386 -1.42074 -1.52174  0.114
N 0.84673 -0.27899 -0.42639  -0.084
N -2.65383 0.53021 0.17753  0.147

Summary:
- frontier orbital gap (eV) = 11.06
- SMILES string = CN1C[C@H]1C#N
- LUMO energy (eV) = 1.02
- energy relative to the best compared isomer or geometry (same formula, charge and spin) (kJ/mol) = 262.73
- DFT total energy (eV) = -7222.868
- HOMO energy (eV) = -10.0

Record 5
C3H3CuFO3 as an isolated structure at a distorted geometry. Source: the OMol25 dataset; level of theory: ωB97M-V/def2-TZVPD.

Last column: Löwdin spin population.
Geometry (Å):
H 1.56973 -0.11200 1.10793  0.000
O 0.47367 0.66740 -0.40602  0.009
O -1.33389 -1.37592 -0.17506  0.185
O -2.89582 0.21831 -0.31381  0.256
C 0.69674 -0.17926 0.43032  0.006
C -0.13388 -1.41673 0.57801  0.022
C -2.33324 -0.64293 0.27213  0.511
F 2.49165 3.96892 -2.10703  0.000
H 0.44742 -2.27384 0.21057  0.001
H -0.32708 -1.58439 1.64955  0.009
Cu 1.34469 2.73044 -1.24659  0.001

Summary:
- frontier orbital gap (alpha / beta) (eV) = 8.84 / 8.04
- 2S+1 = 2
- LUMO energy (alpha / beta) (eV) = -0.63 / -1.43
- energy relative to the best compared isomer or geometry (same formula, charge and spin) (kJ/mol) = 13.50
- DFT total energy (eV) = -56655.759
- HOMO energy (alpha / beta) (eV) = -9.5 / -9.5